[1]
ORCA calculation (ωB97M-V/def2-TZVPD) on 3 unconnected molecules or ions with the total composition C15H17N3O5 in a non-equilibrium geometry.

```
! wB97M-V def2-TZVPD RIJCOSX def2/J DEFGRID3
* xyz 0 1
O 2.31 -3.43 -2.43
N 1.32 -2.96 -1.80
O 0.55 -2.07 -2.18
C 0.81 -3.76 -0.73
C -0.26 -3.23 0.13
C -0.68 -4.07 1.39
C 0.18 -5.19 1.88
C 1.30 -5.54 1.06
C 1.68 -4.95 -0.25
H -0.69 -2.16 -0.03
H -1.59 -3.77 2.16
H 0.05 -5.70 2.75
H 1.83 -6.42 1.49
H 2.55 -5.36 -0.77
O -1.20 5.51 -2.33
N -1.56 4.29 -2.08
O -2.63 3.85 -1.74
C -0.47 3.28 -2.38
C -0.62 1.89 -1.65
C 0.72 1.06 -1.63
C 1.82 1.43 -2.59
C 1.91 2.66 -3.27
C 0.69 3.67 -3.16
H -1.49 1.79 -1.05
H 0.44 0.24 -1.24
H 2.43 0.70 -2.63
H 2.76 2.78 -4.02
H 0.81 4.57 -3.64
C -0.31 2.30 3.46
N -1.01 1.57 2.52
C -2.24 2.24 2.14
C -0.56 0.40 1.99
O -1.07 -0.13 0.95
H 0.61 2.76 2.94
H 0.02 1.64 4.23
H -0.82 3.13 3.96
H -1.98 3.24 2.25
H -3.22 1.80 2.63
H -2.64 1.97 1.12
H 0.27 -0.03 2.56
*
```

Properties
- largest force on an atom (hartree/bohr) = 0.231
- LUMO energy (eV) = -1.0
- energy (eV) = -30525.0289
- ΔE to the lowest compared entry with this formula, charge and spin (kcal/mol) = 370.40
- gap between HOMO and LUMO (eV) = 8.02

These are the Mulliken partial charges, in e, on atoms 1 to 2: number 1, O, carries -0.5817; number 2, N, carries 0.9540

---

[2]
ORCA calculation (ωB97M-V/def2-TZVPD) on 2 unconnected molecules or ions with the total composition C4H10NO2S in a non-equilibrium geometry.

```
! wB97M-V def2-TZVPD RIJCOSX def2/J DEFGRID3
* xyz -1 1
O 0.87 0.81 -2.30
C 0.10 1.21 -1.50
N -0.94 0.47 -1.01
C -1.25 0.39 0.51
C -1.29 -1.02 1.28
S 0.04 -2.24 0.51
C 0.36 2.51 -0.73
H -1.12 -0.49 -1.36
H -0.36 0.86 1.05
H -2.23 0.84 0.50
H -1.24 -0.85 2.35
H -2.33 -1.42 1.01
H 1.06 2.23 0.03
H -0.58 2.91 -0.42
H 0.86 3.31 -1.42
H 1.56 0.73 1.23
H 1.59 -0.76 1.34
O 1.79 0.02 1.96
*
```

Properties
- largest force on an atom (hartree/bohr) = 0.080
- LUMO energy (eV) = 3.6
- energy (eV) = -20730.7797
- ΔE to the lowest compared entry with this formula, charge and spin (kcal/mol) = 49.76
- gap between HOMO and LUMO (eV) = 6.84

These are the Mulliken partial charges, in e, on atoms 1 to 2: number 1, O, carries -0.5822; number 2, C, carries 0.5654

---

[3]
ORCA calculation (ωB97M-V/def2-TZVPD) on 5 unconnected molecules or ions with the total composition C34H85BN4O2P in a non-equilibrium geometry.

```
! wB97M-V def2-TZVPD RIJCOSX def2/J DEFGRID3
* xyz -1 1
C -2.69 1.30 0.27
O -2.76 1.37 -1.14
C -1.66 0.79 -1.82
C -2.07 0.23 -3.17
C -2.61 -1.20 -3.09
C -3.68 -1.50 -2.03
C -3.48 -2.87 -1.38
C -2.46 -2.74 -0.24
C -1.90 -4.06 0.31
C -0.42 -4.19 -0.09
B 0.53 -3.00 0.53
P 1.87 -2.33 -0.77
C 1.60 -0.49 -0.67
O 1.08 -2.61 -2.27
H -3.54 0.73 0.64
H -1.77 0.81 0.60
H -2.73 2.30 0.72
H -0.88 1.55 -1.94
H -1.24 -0.02 -1.20
H -1.17 0.23 -3.79
H -2.78 0.91 -3.65
H -1.75 -1.86 -2.93
H -3.02 -1.48 -4.07
H -3.66 -0.75 -1.24
H -4.67 -1.41 -2.50
H -3.10 -3.57 -2.13
H -4.42 -3.28 -0.99
H -2.91 -2.12 0.55
H -1.60 -2.17 -0.61
H -2.50 -4.89 -0.10
H -2.00 -4.12 1.40
H -0.05 -5.18 0.24
H -0.39 -4.22 -1.19
H -0.12 -2.02 0.90
H 1.19 -3.39 1.49
H 1.12 -0.25 0.29
H 0.93 -0.18 -1.48
H 2.54 0.07 -0.75
H 1.77 -2.66 -2.94
C -3.78 2.58 4.82
C -4.06 1.23 4.18
N -2.98 0.28 4.36
C -3.06 -0.88 3.49
C -4.24 -1.84 3.67
C -2.58 0.03 5.74
C -3.66 -0.47 6.70
H -2.81 2.97 4.48
H -4.55 3.30 4.53
H -3.76 2.53 5.91
H -4.18 1.37 3.10
H -5.03 0.86 4.55
H -2.13 -1.44 3.58
H -3.09 -0.50 2.46
H -4.15 -2.44 4.57
H -4.28 -2.52 2.82
H -5.20 -1.30 3.71
H -2.16 0.95 6.14
H -1.76 -0.69 5.70
H -4.57 0.14 6.64
H -3.30 -0.41 7.73
H -3.94 -1.51 6.52
C -2.79 8.57 -1.68
C -3.20 7.27 -2.36
N -2.17 6.25 -2.29
C -2.40 5.12 -3.18
C -3.65 4.26 -2.95
C -1.71 5.90 -0.95
C -2.76 5.43 0.07
H -1.82 8.90 -2.06
H -3.53 9.34 -1.88
H -2.71 8.46 -0.60
H -3.38 7.46 -3.42
H -4.17 6.94 -1.94
H -1.52 4.49 -3.14
H -2.44 5.52 -4.20
H -3.55 3.65 -2.05
H -3.77 3.57 -3.78
H -4.56 4.86 -2.87
H -1.20 6.77 -0.54
H -0.95 5.13 -1.07
H -3.62 6.10 0.10
H -2.32 5.43 1.07
H -3.11 4.42 -0.14
C 1.26 1.85 0.38
C 2.73 1.72 0.73
N 3.58 2.63 -0.03
C 4.99 2.29 0.02
C 5.70 2.39 1.38
C 3.25 4.03 0.06
C 3.20 4.67 1.46
H 1.12 1.76 -0.70
H 0.69 1.06 0.87
H 0.85 2.81 0.70
H 3.06 0.70 0.49
H 2.85 1.83 1.82
H 5.51 2.93 -0.70
H 5.09 1.27 -0.35
H 5.85 3.42 1.69
H 6.69 1.92 1.31
H 5.15 1.87 2.16
H 2.27 4.18 -0.40
H 3.96 4.58 -0.56
H 2.63 4.05 2.16
H 2.72 5.64 1.41
H 4.20 4.81 1.89
C 6.68 -7.31 0.05
C 5.36 -6.94 -0.63
N 5.45 -5.73 -1.42
C 4.15 -5.18 -1.79
C 3.27 -6.01 -2.74
C 6.47 -5.72 -2.45
C 6.45 -6.84 -3.50
H 7.06 -6.45 0.61
H 6.52 -8.14 0.74
H 7.44 -7.61 -0.67
H 4.60 -6.76 0.14
H 5.01 -7.82 -1.21
H 4.32 -4.19 -2.22
H 3.59 -5.00 -0.87
H 3.64 -6.02 -3.76
H 2.27 -5.57 -2.75
H 3.17 -7.04 -2.40
H 7.45 -5.74 -1.96
H 6.41 -4.75 -2.94
H 6.34 -7.82 -3.04
H 7.38 -6.84 -4.06
H 5.63 -6.72 -4.21
*
```

Properties
- largest force on an atom (hartree/bohr) = 0.029
- LUMO energy (eV) = 2.4
- energy (eV) = -56656.2032
- gap between HOMO and LUMO (eV) = 6.07

These are the Mulliken partial charges, in e, on atoms 1 to 2: number 1, C, carries -0.4504; number 2, O, carries -0.3763

---

[4]
ORCA calculation (ωB97M-V/def2-TZVPD) on a molecular structure, HgIO4S in a non-equilibrium geometry.

```
! wB97M-V def2-TZVPD RIJCOSX def2/J DEFGRID3
* xyz -1 1
Hg -9.65 9.84 -6.96
S -12.63 8.58 -6.43
O -12.89 7.44 -5.57
O -11.23 8.39 -6.76
O -13.64 8.49 -7.45
O -12.82 9.95 -5.87
I -11.58 12.01 -7.65
*
```

Properties
- largest force on an atom (hartree/bohr) = 0.131
- LUMO energy (eV) = -0.3
- energy (eV) = -31299.9314
- gap between HOMO and LUMO (eV) = 4.05

These are the Mulliken partial charges, in e, on atoms 1 to 2: number 1, Hg, carries 0.6376; number 2, S, carries 1.2237

---

[5]
ORCA calculation (ωB97M-V/def2-TZVPD) on 10 unconnected molecules or ions with the total composition C31H71Cl6N3O15 in a non-equilibrium geometry.

```
! wB97M-V def2-TZVPD RIJCOSX def2/J DEFGRID3
* xyz 0 1
C 1.76 -7.31 0.91
O 3.09 -7.54 0.53
C 3.42 -8.91 0.55
C 4.88 -9.08 0.25
C 5.32 -10.53 0.36
N 5.73 -8.26 1.18
H 1.07 -7.54 0.09
H 1.68 -6.26 1.19
H 1.50 -7.90 1.80
H 3.22 -9.33 1.54
H 2.81 -9.43 -0.21
H 5.14 -8.66 -0.73
H 5.51 -10.79 1.41
H 6.24 -10.74 -0.18
H 4.49 -11.17 0.05
H 5.36 -7.31 1.11
H 5.47 -8.52 2.13
C 5.77 -9.88 -3.79
O 5.69 -11.24 -4.10
C 6.11 -12.00 -2.99
C 6.21 -13.47 -3.34
C 7.04 -13.73 -4.59
N 4.84 -14.04 -3.42
H 5.18 -9.29 -4.49
H 6.81 -9.55 -3.80
H 5.30 -9.68 -2.81
H 7.11 -11.67 -2.66
H 5.42 -11.91 -2.15
H 6.70 -13.99 -2.51
H 6.58 -13.46 -5.53
H 7.37 -14.77 -4.59
H 7.95 -13.11 -4.56
H 4.31 -13.40 -4.01
H 4.90 -14.89 -3.96
C 8.64 -14.95 -7.75
O 9.05 -14.86 -9.09
C 9.63 -13.61 -9.42
C 9.86 -13.61 -10.91
C 10.95 -14.59 -11.33
N 10.15 -12.26 -11.40
H 8.76 -15.99 -7.43
H 7.57 -14.70 -7.67
H 9.19 -14.35 -7.01
H 8.98 -12.76 -9.18
H 10.58 -13.52 -8.89
H 8.95 -14.01 -11.38
H 11.02 -14.63 -12.42
H 10.74 -15.58 -10.94
H 11.92 -14.27 -10.94
H 10.58 -12.31 -12.32
H 9.26 -11.81 -11.61
C 11.23 -8.56 -3.41
C 10.68 -9.91 -3.79
O 9.60 -9.69 -4.69
C 9.27 -10.65 -5.53
O 9.87 -11.68 -5.70
O 8.13 -10.30 -6.12
C 7.64 -11.11 -7.15
H 11.92 -8.53 -2.58
H 10.42 -7.83 -3.25
H 11.76 -8.12 -4.27
H 10.36 -10.49 -2.92
H 11.45 -10.47 -4.33
H 7.92 -12.16 -7.04
H 7.96 -10.77 -8.14
H 6.55 -11.10 -7.13
C 5.50 -14.35 -0.58
C 4.54 -14.59 0.55
O 3.55 -15.51 0.09
C 2.30 -15.32 0.49
O 1.90 -14.40 1.15
O 1.55 -16.28 -0.06
C 0.14 -16.09 -0.02
H 5.88 -15.29 -0.99
H 6.37 -13.79 -0.22
H 5.08 -13.73 -1.37
H 4.04 -13.67 0.87
H 5.00 -15.02 1.44
H -0.12 -15.04 -0.03
H -0.28 -16.58 0.86
H -0.25 -16.63 -0.88
C 7.36 -17.87 -2.57
C 6.48 -18.52 -3.59
O 6.21 -19.88 -3.23
C 5.50 -20.57 -4.11
O 4.99 -20.13 -5.10
O 5.42 -21.83 -3.68
C 4.72 -22.72 -4.53
H 6.79 -17.50 -1.71
H 7.84 -16.99 -3.01
H 8.14 -18.52 -2.18
H 6.96 -18.50 -4.58
H 5.54 -17.98 -3.73
H 5.34 -22.98 -5.39
H 3.77 -22.33 -4.89
H 4.48 -23.62 -3.97
C 10.12 -13.21 1.28
C 11.11 -12.18 0.74
O 10.63 -10.84 0.80
C 9.72 -10.51 -0.10
O 9.13 -11.26 -0.84
O 9.55 -9.19 -0.06
C 8.54 -8.68 -0.94
H 10.07 -13.12 2.37
H 10.58 -14.19 1.12
H 9.14 -13.14 0.82
H 11.40 -12.40 -0.29
H 12.01 -12.23 1.35
H 7.67 -9.33 -0.99
H 8.92 -8.67 -1.97
H 8.32 -7.69 -0.57
Cl 8.56 -6.47 -5.45
C 7.05 -6.96 -6.21
Cl 5.97 -5.60 -6.53
H 7.25 -7.49 -7.13
H 6.53 -7.65 -5.55
Cl 3.04 -16.79 -3.96
C 1.70 -15.90 -3.26
Cl 0.12 -16.40 -3.81
H 1.73 -15.98 -2.18
H 1.88 -14.85 -3.48
Cl 2.53 -11.53 -2.34
C 1.69 -12.28 -0.99
Cl 0.70 -11.11 -0.07
H 0.97 -12.97 -1.41
H 2.35 -12.77 -0.29
*
```

Properties
- largest force on an atom (hartree/bohr) = 0.036
- LUMO energy (eV) = 0.5
- energy (eV) = -143615.0600
- ΔE to the lowest compared entry with this formula, charge and spin (kcal/mol) = 0.00
- gap between HOMO and LUMO (eV) = 9.98

These are the Mulliken partial charges, in e, on atoms 1 to 2: number 1, C, carries -0.7152; number 2, O, carries -0.3478

---

[6]
ORCA calculation (ωB97M-V/def2-TZVPD) on a molecular structure, C27H33N2Ru in a non-equilibrium geometry.

```
! wB97M-V def2-TZVPD RIJCOSX def2/J DEFGRID3
* xyz 1 5
C -2.40 0.76 -0.66
C -1.94 -0.14 -1.69
C -1.01 0.58 -2.52
C -0.90 1.93 -2.01
C -1.76 2.03 -0.86
Ru -0.20 0.58 -0.47
C 2.34 0.43 0.61
C 1.04 0.46 1.39
H 0.86 -0.37 2.08
C 0.15 1.56 1.38
H 0.56 2.57 1.31
H -0.74 1.49 2.02
C 3.49 -0.24 1.38
H 3.23 -1.21 1.82
H 4.35 -0.37 0.72
H 3.79 0.43 2.20
C 2.77 1.87 0.32
H 2.02 2.40 -0.28
H 2.88 2.40 1.26
H 3.72 1.90 -0.22
C -2.36 -1.55 -1.90
H -2.73 -1.99 -0.96
H -3.15 -1.64 -2.65
H -1.51 -2.15 -2.24
C -0.31 0.02 -3.71
H 0.16 -0.94 -3.46
H -1.01 -0.16 -4.54
H 0.47 0.70 -4.05
C -0.10 3.04 -2.60
H 0.73 2.65 -3.19
H -0.72 3.67 -3.26
H 0.30 3.68 -1.81
C -2.02 3.28 -0.09
H -1.10 3.87 0.02
H -2.76 3.91 -0.60
H -2.40 3.05 0.91
C -3.42 0.48 0.39
H -3.06 0.84 1.37
H -4.37 0.99 0.18
H -3.61 -0.59 0.47
C 1.88 -0.20 -0.70
C 2.17 -1.47 -0.26
C 2.57 0.20 -1.93
C 2.67 -2.48 -1.09
H 1.16 -1.40 0.37
C 3.24 -0.74 -2.68
H 2.57 1.25 -2.22
C 3.27 -2.09 -2.29
H 2.59 -3.52 -0.80
H 3.74 -0.44 -3.60
H 3.78 -2.82 -2.92
N -3.32 -2.76 6.32
C -2.64 -2.75 5.37
C -1.79 -2.71 4.20
C -2.27 -2.18 3.00
C -1.40 -2.10 1.91
N -0.11 -2.44 1.99
C 0.32 -3.06 3.10
C -0.48 -3.21 4.24
H -3.29 -1.79 2.90
H -1.76 -1.74 0.94
H 1.35 -3.44 3.10
H -0.08 -3.67 5.13
*
```

Properties
- largest force on an atom (hartree/bohr) = 0.135
- LUMO energy (alpha / beta) (eV) = -2.8 / -5.5
- energy (eV) = -34083.5825
- ΔE to the lowest compared entry with this formula, charge and spin (kcal/mol) = 0.00
- gap between HOMO and LUMO (alpha / beta) (eV) = 6.17 / 6.28

These are the Mulliken partial charges, in e, on atoms 1 to 2: number 1, C, carries 0.8972; number 2, C, carries 0.8496

---

[7]
ORCA calculation (ωB97M-V/def2-TZVPD) on C3H8N2O in the gas phase in a non-equilibrium geometry.

```
! wB97M-V def2-TZVPD RIJCOSX def2/J DEFGRID3
* xyz 0 1
C 1.65 0.33 -1.42
C 0.49 0.56 -0.47
O 0.39 1.61 0.12
N -0.44 -0.43 -0.42
C -1.45 -0.34 0.68
N -0.92 -0.25 1.97
H 2.55 0.58 -0.88
H 1.65 -0.64 -1.93
H 1.44 0.99 -2.27
H -0.21 -1.27 -0.91
H -2.01 0.51 0.41
H -2.07 -1.22 0.52
H -0.44 -1.07 2.29
H -0.63 0.64 2.32
*
```

Properties
- largest force on an atom (hartree/bohr) = 0.032
- LUMO energy (eV) = 0.9
- energy (eV) = -8268.6865
- ΔE to the lowest compared entry with this formula, charge and spin (kcal/mol) = 14.75
- gap between HOMO and LUMO (eV) = 10.01

These are the Mulliken partial charges, in e, on atoms 1 to 2: number 1, C, carries -0.9346; number 2, C, carries 0.6093

---

[8]
ORCA calculation (ωB97M-V/def2-TZVPD) on a molecular structure, C2H12O6V in a non-equilibrium geometry.

```
! wB97M-V def2-TZVPD RIJCOSX def2/J DEFGRID3
* xyz 0 4
V 18.67 4.24 -12.17
O 16.99 4.16 -13.42
C 16.04 4.82 -12.53
C 16.64 6.10 -11.93
O 17.68 5.71 -11.10
H 15.66 4.22 -11.72
H 15.22 5.06 -13.23
H 15.87 6.52 -11.27
H 16.92 6.92 -12.60
O 19.44 2.39 -13.11
H 18.82 2.07 -13.80
H 19.96 1.61 -12.98
O 17.84 2.83 -10.56
H 16.91 2.75 -10.57
H 18.18 3.04 -9.71
O 20.37 4.25 -10.84
H 20.77 3.41 -10.58
H 20.47 4.80 -10.06
O 19.49 5.71 -13.75
H 18.71 6.13 -14.14
H 19.96 6.50 -13.40
*
```

Properties
- largest force on an atom (hartree/bohr) = 0.075
- LUMO energy (alpha / beta) (eV) = -0.4 / -0.4
- energy (eV) = -40240.9497
- ΔE to the lowest compared entry with this formula, charge and spin (kcal/mol) = 0.00
- gap between HOMO and LUMO (alpha / beta) (eV) = 5.53 / 6.62

These are the Mulliken partial charges, in e, on atoms 1 to 2: number 1, V, carries 0.7282; number 2, O, carries -0.7414

---

[9]
ORCA calculation (ωB97M-V/def2-TZVPD) on a molecular structure, C3H7N3 in a non-equilibrium geometry.

```
! wB97M-V def2-TZVPD RIJCOSX def2/J DEFGRID3
* xyz 0 1
C 0.88 0.39 -0.34
C -1.19 -0.89 -0.06
C -1.52 -2.13 0.87
H 0.85 3.39 0.75
H 2.07 2.42 -1.09
H 2.00 0.41 -0.38
H 1.03 -1.69 0.00
H -1.88 0.11 -0.62
H -0.69 -3.07 1.23
H -2.69 -2.31 0.96
N 0.83 2.78 -0.49
N 0.20 1.46 -0.29
N 0.10 -0.86 -0.54
*
```

Properties
- largest force on an atom (hartree/bohr) = 0.140
- LUMO energy (eV) = 0.4
- energy (eV) = -7684.8026
- ΔE to the lowest compared entry with this formula, charge and spin (kcal/mol) = 227.76
- gap between HOMO and LUMO (eV) = 8.51

These are the Mulliken partial charges, in e, on atoms 1 to 2: number 1, C, carries -0.1158; number 2, C, carries 0.0750

---

[10]
ORCA calculation (ωB97M-V/def2-TZVPD) on 2 unconnected molecules or ions with the total composition C3H8O3 in a non-equilibrium geometry.

```
! wB97M-V def2-TZVPD RIJCOSX def2/J DEFGRID3
* xyz 0 1
O -1.43 0.14 -2.77
C -2.05 0.15 -1.76
O -2.39 1.40 -1.27
H -2.73 -0.51 -1.24
H -1.61 2.09 -1.30
C 1.88 0.11 0.48
C 0.99 -0.97 1.16
O -0.43 -0.75 1.33
H 2.15 -0.14 -0.56
H 2.61 0.53 1.31
H 1.17 1.06 0.25
H 0.96 -1.89 0.50
H 1.34 -1.33 2.15
H -0.48 0.13 1.72
*
```

Properties
- largest force on an atom (hartree/bohr) = 0.081
- LUMO energy (eV) = 0.6
- energy (eV) = -9381.4740
- ΔE to the lowest compared entry with this formula, charge and spin (kcal/mol) = 53.68
- gap between HOMO and LUMO (eV) = 11.20

These are the Mulliken partial charges, in e, on atoms 1 to 2: number 1, O, carries -0.4747; number 2, C, carries 0.3233

---

[11]
ORCA calculation (ωB97M-V/def2-TZVPD) on HIO2 in the gas phase in a non-equilibrium geometry.

```
! wB97M-V def2-TZVPD RIJCOSX def2/J DEFGRID3
* xyz 0 1
O -0.86 0.84 0.39
O 1.01 -1.40 -0.37
I 1.20 0.36 0.16
H -1.35 0.21 -0.19
*
```

Properties
- largest force on an atom (hartree/bohr) = 0.059
- LUMO energy (eV) = -1.6
- energy (eV) = -12207.8096
- ΔE to the lowest compared entry with this formula, charge and spin (kcal/mol) = 2.34
- gap between HOMO and LUMO (eV) = 7.79

These are the Mulliken partial charges, in e, on atoms 1 to 2: number 1, O, carries -0.6463; number 2, O, carries -0.5965

---

[12]
ORCA calculation (ωB97M-V/def2-TZVPD) on a molecular structure, CH5PS2 in a non-equilibrium geometry.

```
! wB97M-V def2-TZVPD RIJCOSX def2/J DEFGRID3
* xyz 0 1
C 0.46 0.61 -1.07
P 0.44 -0.65 0.24
S 1.82 -0.46 1.59
S -2.25 -0.46 1.20
H 1.37 0.27 -1.68
H -0.29 0.79 -1.76
H 0.62 1.60 -0.67
H 0.14 -1.98 -0.29
H -2.30 0.28 2.44
*
```

Properties
- largest force on an atom (hartree/bohr) = 0.063
- LUMO energy (alpha / beta) (eV) = -1.4 / -1.4
- energy (eV) = -32075.8161
- ΔE to the lowest compared entry with this formula, charge and spin (kcal/mol) = 51.67
- gap between HOMO and LUMO (alpha / beta) (eV) = 7.36 / 7.36

These are the Mulliken partial charges, in e, on atoms 1 to 2: number 1, C, carries -0.8472; number 2, P, carries 0.2563